Density functional theory data (ωB97M-V/def2-TZVPD) for a structure of composition C21H26NS2Zr in a non-equilibrium geometry.

Positions of all 51 atoms, in Å:
1 Zr -0.3647 0.0926 -0.2451
2 C 2.6372 1.2425 1.9425
3 C 1.9013 2.4173 1.3106
4 C 2.0040 3.6739 2.1938
5 C 0.4362 2.1427 1.0700
6 C -0.3471 1.3878 1.9696
7 C -1.7182 1.1904 1.7627
8 C -2.3780 1.7190 0.6415
9 C -3.8568 1.5727 0.4428
10 C -1.5972 2.4779 -0.2570
11 C -0.2325 2.6869 -0.0447
12 H 2.3323 1.0646 2.9751
13 H 3.7070 1.4455 1.9581
14 H 2.5160 0.3047 1.3827
15 H 2.3386 2.6321 0.3316
16 H 1.5681 3.4860 3.1774
17 H 1.5102 4.5404 1.7550
18 H 3.0560 3.9183 2.3362
19 H 0.1301 0.9472 2.8376
20 H -2.2814 0.6091 2.4858
21 H -4.3304 2.5293 0.6771
22 H -4.2833 0.8171 1.0995
23 H -4.0992 1.3431 -0.5958
24 H -2.0723 2.8993 -1.1368
25 H 0.3415 3.2661 -0.7598
26 S 3.0172 -1.6214 -2.5027
27 C 2.8761 -0.0907 -3.2676
28 C 1.9308 0.6881 -2.6766
29 C 1.2426 0.0216 -1.6107
30 C 1.7842 -1.2849 -1.4151
31 C 1.3777 -2.2624 -0.3743
32 C 1.9952 -3.4708 -0.1201
33 C 1.5241 -4.2697 0.9157
34 C 0.4355 -3.8616 1.6855
35 C -0.1500 -2.6568 1.3839
36 N 0.3058 -1.8729 0.3776
37 H 3.5266 0.1364 -4.1003
38 H 1.7132 1.6898 -3.0183
39 H 2.8468 -3.7915 -0.7061
40 H 2.0188 -5.2110 1.1220
41 H 0.0524 -4.4642 2.4970
42 H -0.9991 -2.2818 1.9428
43 C -1.6232 -1.6420 -3.2666
44 S -2.2898 -0.6395 -1.9080
45 C -3.3255 -1.8482 -1.0379
46 H -1.0800 -2.5031 -2.8879
47 H -0.9769 -1.0008 -3.8603
48 H -2.4902 -1.9487 -3.8492
49 H -4.1643 -2.0761 -1.6932
50 H -3.7111 -1.3983 -0.1244
51 H -2.7544 -2.7463 -0.8156

Cartesian forces (eV/Å) of the 6 atoms listed first:
Zr 0.1212 -0.8572 -0.8654
C 0.1008 -0.2040 0.0002
C -0.1321 0.0274 -0.0922
C 0.0496 -0.0284 0.0596
C 0.0599 0.2084 0.2382
C 0.1192 -0.0033 0.0603

electronic energy	-1713.02906	a.u.
E_HOMO	-18.19	eV
gap between HOMO and LUMO	6.73	eV
net charge	+3
strongest force on any atom	1.22	eV Å⁻¹
ΔE to the lowest compared entry with this formula, charge and spin	0.00	kJ/mol

Formally, the Mulliken partial charges of the atoms, in units of the elementary charge, are as follows:
1. Zr 0.516
2. C -1.481
3. C 0.024
4. C -1.510
5. C 0.386
6. C 0.031
7. C -0.925
8. C 0.725
9. C -1.618
10. C -0.446
11. C -0.365
12. H 0.420
13. H 0.452
14. H 0.284
15. H 0.453
16. H 0.397
17. H 0.395
18. H 0.438
19. H 0.463
20. H 0.530
21. H 0.398
22. H 0.432
23. H 0.392
24. H 0.479
25. H 0.622
26. S -0.092
27. C -0.502
28. C -0.381
29. C -0.028
30. C 0.103
31. C 1.063
32. C -0.876
33. C -0.513
34. C -0.962
35. C -0.292
36. N 0.363
37. H 0.534
38. H 0.508
39. H 0.512
40. H 0.502
41. H 0.501
42. H 0.554
43. C -1.018
44. S 0.178
45. C -0.847
46. H 0.303
47. H 0.388
48. H 0.474
49. H 0.448
50. H 0.255
51. H 0.333